DFT (wB97M-V/def2-TZVPD) results for a molecular structure, C47H27CoI5N6.

Geometry as XYZ:
```
86
Properties=species:S:1:pos:R:3
Co 1.359 -0.986 -0.286
I -1.749 7.082 4.696
C -1.310 5.340 3.653
C -0.726 4.269 4.318
C -0.439 3.106 3.617
C -0.733 3.006 2.263
C -1.310 4.085 1.610
C -1.603 5.255 2.300
C -0.411 1.761 1.477
C 0.966 1.744 1.064
C 1.927 2.711 1.495
C 3.101 2.444 0.856
C 2.855 1.371 -0.063
C 3.591 1.108 -1.242
C 4.885 1.750 -1.575
C 5.858 0.972 -2.203
C 7.086 1.501 -2.570
C 7.354 2.838 -2.316
I 9.193 3.645 -2.845
C 6.392 3.642 -1.721
C 5.168 3.100 -1.360
C 2.878 0.489 -2.322
N 1.884 -0.337 -2.055
C 0.825 -0.025 -2.918
C -0.431 -0.256 -2.427
C -1.671 0.387 -2.876
C -1.673 1.669 -3.434
C -2.854 2.265 -3.840
C -4.056 1.588 -3.677
I -5.829 2.483 -4.272
C -4.080 0.323 -3.104
C -2.893 -0.268 -2.703
C -0.498 -1.279 -1.346
C -0.547 -2.650 -1.725
C -1.316 -3.397 -0.863
C -1.797 -2.508 0.118
N -1.290 -1.266 -0.150
C -2.686 -2.418 1.225
C -2.664 -1.094 1.577
C -3.222 -0.158 2.518
C -2.582 1.009 2.353
C -1.477 0.893 1.396
N -1.739 -0.392 0.813
C -3.421 -3.529 1.848
C -2.917 -4.826 1.782
C -3.576 -5.885 2.390
C -4.758 -5.653 3.075
I -5.749 -7.231 3.994
C -5.282 -4.370 3.147
C -4.616 -3.320 2.535
C 1.379 0.804 -3.980
C 2.652 1.094 -3.633
N 1.566 0.894 0.192
H -0.496 4.339 5.372
H 0.018 2.268 4.131
H -1.537 4.014 0.552
H -2.054 6.091 1.783
H 1.743 3.519 2.182
H 4.025 2.984 0.971
H 5.655 -0.075 -2.397
H 7.827 0.876 -3.047
H 6.586 4.693 -1.554
H 4.411 3.759 -0.958
H -0.747 2.224 -3.509
H -2.843 3.260 -4.263
H -5.017 -0.200 -2.975
H -2.919 -1.263 -2.274
H -0.097 -2.995 -2.644
H -1.554 -4.442 -0.954
H -3.996 -0.363 3.238
H -2.757 1.901 2.929
H -1.977 -5.021 1.277
H -3.163 -6.883 2.331
H -6.212 -4.187 3.668
H -5.059 -2.333 2.571
H 0.852 1.148 -4.855
H 3.336 1.753 -4.147
I 0.878 -6.305 2.667
C 1.544 -4.788 1.459
C 2.383 -4.890 0.370
N 2.538 -3.654 -0.124
N 1.840 -2.743 0.584
C 1.225 -3.432 1.542
H 2.876 -5.743 -0.067
H 3.095 -3.360 -0.910
H 0.583 -2.931 2.250
```

Values from the calculation:
* frontier orbital gap (spin up / spin down): 5.56 / 5.31 eV
* charge: +1
* expectation value of S²: 6.103
* 2S+1: 5
* LUMO level (spin up / spin down): -3.43 / -4.51 eV

Mulliken charges in e: -0.5981, 0.1374, -0.1041, -0.6950, 0.2324, -0.7872, 0.1520, -0.7994, 0.5515, 0.2473, -0.9016, -1.6518, 0.2553, 0.2616, -0.1997, -0.0861, -0.7705, -0.0494, 0.1366, -0.7701, -0.3353, -0.0140, 0.2644, -0.0795, -0.3592, 0.3770, -0.5049, -0.8930, -0.0704, 0.1412, -0.9291, -0.0924, 1.6847, -0.8314, -0.9295, -0.5980, 1.6245, 0.5769, -0.0635, -1.7951, -1.1585, 1.0488, -0.1159, 0.8517, -0.0832, -0.8162, -0.0674, 0.1283, -0.6476, -0.7898, -1.3476, -0.6950, 0.5723, 0.4292, 0.4802, 0.5870, 0.4177, 0.5135, 0.9298, 0.4440, 0.3781, 0.3895, 0.6669, 0.6057, 0.3927, 0.4232, 0.3953, 0.6897, 0.6567, 0.5080, 0.5531, 0.1666, 0.4057, 0.3801, 0.4094, 0.7739, 0.5974, 0.2104, -0.6628, -0.0946, -0.0575, 0.0983, -0.5436, 0.4823, 0.1462, 0.6131

DFT (wB97M-V/def2-TZVPD) results for a single C13H13BN4O5S2 molecule in a non-equilibrium geometry.

Geometry as XYZ:
```
38
Properties=species:S:1:pos:R:3
O 0.519 -4.587 0.762
O 0.667 3.053 -1.981
N -0.431 2.731 3.272
N -1.012 1.679 3.863
O -2.980 -0.204 -0.978
O -0.497 -2.854 1.809
O -0.936 -1.497 -0.681
S -0.354 0.853 1.556
S 0.790 3.696 1.068
B -1.637 -0.418 -1.245
C 0.348 -3.389 0.910
C -0.213 2.881 -1.175
C 0.007 2.491 2.096
C -1.116 0.623 3.098
C 3.189 -1.931 -1.056
C 2.501 -2.763 -0.201
C 2.521 -0.979 -1.805
C 0.433 -1.584 -0.752
C 1.147 -2.556 -0.028
C 1.178 -0.776 -1.617
N -1.753 -0.574 3.406
N -0.979 1.752 -1.205
C -0.424 3.924 -0.150
C 0.546 0.193 -2.537
C -0.868 0.652 -2.144
H -3.244 -1.027 -0.532
H -0.900 -3.615 2.263
H 4.261 -2.039 -1.259
H 2.972 -3.564 0.348
H 3.055 -0.299 -2.489
H -1.972 -0.805 4.350
H -1.436 -1.397 2.860
H -1.737 1.652 -0.546
H -1.416 3.863 0.340
H -0.366 4.901 -0.600
H 0.518 -0.172 -3.551
H 1.106 1.132 -2.472
H -1.487 0.956 -2.996
```

Values from the calculation:
* frontier orbital gap: 9.01 eV
* charge: 0
* LUMO level: 0.06 eV
* ΔE to the lowest compared entry with this formula, charge and spin: 49.2 kJ/mol

natural (NBO) charges in e: -0.5790, -0.6284, -0.2228, -0.3307, -0.8724, -0.6931, -0.7129, 0.3094, 0.3439, 1.1497, 0.7808, 0.6604, -0.1722, 0.2151, -0.2150, -0.1672, -0.1613, 0.3810, -0.2007, -0.0952, -0.8199, -0.6170, -0.6566, -0.4523, -0.3885, 0.4977, 0.5061, 0.2213, 0.2355, 0.2238, 0.4032, 0.4092, 0.4107, 0.2332, 0.2712, 0.2300, 0.2794, 0.2237

DFT (wB97M-V/def2-TZVPD) results for a molecular structure, C39H31BrCo2N2O5P in a non-equilibrium geometry.

Geometry as XYZ:
```
81
Properties=species:S:1:pos:R:3
O 0.798 3.451 -0.464
C 0.951 2.349 -0.920
Co 0.919 0.607 0.064
C 1.285 -1.292 0.821
O 1.638 -1.764 1.860
C 1.340 1.995 -2.400
O 1.021 2.776 -3.298
C 2.050 0.763 -2.421
C 1.980 0.009 -1.269
C 3.073 0.854 -0.024
C 4.339 -0.045 -0.081
C 5.553 0.573 -0.399
C 6.675 -0.236 -0.580
C 6.604 -1.617 -0.345
C 5.415 -2.184 0.109
C 4.270 -1.404 0.186
Co 0.883 -1.477 -0.885
C 1.227 -3.203 -0.576
O 1.549 -4.296 -0.350
C 0.693 -1.821 -2.594
O 0.651 -2.152 -3.704
P -1.260 -1.261 -0.521
C -1.884 -1.064 1.203
C -2.913 -0.173 1.534
C -3.162 0.134 2.879
C -2.479 -0.564 3.884
C -1.575 -1.581 3.563
C -1.309 -1.850 2.218
C -1.798 0.223 -1.467
C -1.898 1.480 -0.846
C -2.355 2.578 -1.582
C -2.536 2.455 -2.961
C -2.295 1.239 -3.614
C -1.942 0.117 -2.863
C -2.456 -2.537 -1.124
C -3.705 -2.189 -1.668
C -4.628 -3.182 -2.019
C -4.295 -4.529 -1.833
C -3.053 -4.891 -1.296
C -2.143 -3.894 -0.927
H 2.420 0.384 -3.373
H 3.408 1.708 -0.641
H 5.575 1.655 -0.561
H 7.585 0.227 -0.951
H 7.504 -2.233 -0.456
H 5.356 -3.235 0.362
H 3.329 -1.899 0.389
H -3.516 0.291 0.750
H -3.884 0.915 3.130
H -2.661 -0.322 4.932
H -1.060 -2.154 4.342
H -0.664 -2.693 1.968
H -1.662 1.594 0.220
H -2.550 3.523 -1.065
H -2.846 3.324 -3.540
H -2.373 1.160 -4.706
H -1.798 -0.848 -3.359
H -3.968 -1.140 -1.817
H -5.599 -2.892 -2.435
H -5.009 -5.303 -2.112
H -2.787 -5.943 -1.157
H -1.187 -4.178 -0.479
C 1.780 5.789 3.332
N 1.486 4.410 3.685
C 0.332 4.337 4.574
C 1.874 3.321 2.936
C 3.228 3.228 2.399
Br 4.588 4.477 2.880
C 3.681 2.171 1.716
N 2.783 1.206 1.239
C 1.441 1.172 1.830
C 1.040 2.235 2.695
H 2.698 5.828 2.741
H 0.933 6.242 2.791
H 1.914 6.325 4.278
H 0.298 3.397 5.135
H 0.459 5.155 5.287
H -0.619 4.511 4.047
H 4.690 2.084 1.313
H 1.145 0.229 2.362
H 0.069 2.126 3.185
```

Values from the calculation:
* frontier orbital gap: 4.67 eV
* charge: -1
* LUMO level: 2.24 eV
* ΔE to the lowest compared entry with this formula, charge and spin: 289.6 kJ/mol

Mulliken charges in e: -0.7552, 0.5914, 0.4576, 0.5687, -0.5489, 0.0783, -0.7595, -1.7565, 2.0645, -0.5713, 0.4234, -0.5458, -0.9506, -0.4662, -1.4297, -0.3331, 0.2397, -0.5154, -0.4554, 0.4245, -0.4463, 1.6845, 0.6575, -0.3898, -0.7471, -0.5762, -0.5630, -0.3753, 0.8051, -1.2950, -0.7142, -0.6036, -0.8839, -0.8584, 1.0255, -0.2792, -0.7870, -0.5170, -0.8211, -0.4904, 0.5231, 0.7463, 0.4007, 0.3696, 0.3562, 0.4586, 0.7060, 0.4358, 0.4056, 0.3650, 0.4003, 0.3094, 0.4694, 0.4167, 0.3422, 0.3828, 0.4640, 0.3142, 0.4022, 0.3563, 0.4064, 0.1034, -1.0622, 0.0293, -1.1876, 1.1100, -0.3302, -0.3075, -0.7532, 0.5574, 0.6136, -1.1855, 0.3396, 0.2727, 0.3208, 0.3327, 0.3394, 0.3198, 0.4130, 0.1778, 0.2806

> Which formula does entry 3 have?

C39H31BrCo2N2O5P

> The lowest charge belongs to which entry?

C39H31BrCo2N2O5P

> Number 3 is which compound?

C39H31BrCo2N2O5P